41
Properties=species:S:1:pos:R:3:lowdin_charge:R:1 method="wB97M-V/def2-TZVPD" mol_weight_da=244.3 homo_lumo_gap_ev="4.063 / 9.175" multiplicity=2 total_charge=0 e_tot_ha=-937.83611
O 0.30 0.97 -2.34 -0.04
C -0.73 0.43 -1.93 -0.21
C -0.81 -0.58 -0.79 -0.12
C 0.06 0.07 0.39 -0.18
C 1.48 0.78 0.07 -0.16
C 3.55 -0.16 -0.98 -0.12
N 2.32 0.27 -1.08 -0.12
H -1.68 0.84 -2.33 0.11
H -1.96 -0.61 -0.39 0.14
H -0.47 -1.69 -1.03 0.13
H -0.31 0.94 1.02 0.09
H 0.15 -0.81 1.18 0.09
H 1.31 1.90 -0.14 0.11
H 2.07 0.67 0.99 0.09
H 4.10 -0.48 -1.83 0.02
H 3.98 -0.15 0.01 0.03
H 1.75 0.20 -1.91 0.07
H -0.94 3.39 -1.53 0.05
H -2.31 3.42 -2.00 0.08
O -1.72 2.80 -1.56 -0.08
H -2.17 0.46 2.58 -0.03
H -2.66 -0.87 1.74 0.10
O -2.11 -0.46 2.53 -0.08
H 0.99 2.80 -2.21 0.04
H 0.24 3.46 -3.41 0.09
O 0.46 3.59 -2.46 -0.07
H 2.50 -1.41 2.21 0.02
H 2.21 -2.46 1.23 0.04
O 2.55 -1.55 1.26 -0.07
H -2.49 -3.70 -0.76 0.04
H -1.32 -4.29 -1.61 0.11
O -1.64 -3.53 -1.07 -0.03
H 0.67 -0.83 4.45 0.01
H 0.48 0.20 3.30 0.04
O 1.10 -0.42 3.73 -0.03
H -0.63 -3.38 0.29 -0.01
H -0.52 -2.79 1.73 0.03
O -0.10 -3.46 1.14 -0.10
H -3.28 2.19 0.85 0.05
H -2.13 2.25 -0.12 -0.04
O -2.33 1.99 0.79 -0.09

***

42
Properties=species:S:1:pos:R:3:lowdin_charge:R:1 method="wB97M-V/def2-TZVPD" mol_weight_da=243.3 homo_lumo_gap_ev=9.818 total_charge=+1 e_tot_ha=-917.93816
N -0.83 0.36 1.77 0.14
C -2.20 0.62 1.33 -0.16
C -2.29 0.81 -0.17 -0.16
N -1.34 -0.13 -0.79 -0.02
C -1.82 -2.11 -2.19 -0.04
C -1.72 -0.59 -2.12 -0.35
C -0.64 -0.17 -3.11 -0.18
O 0.30 0.51 -2.79 0.05
H -0.49 -0.46 1.26 0.09
H -0.80 0.17 2.78 0.16
H -0.26 1.21 1.58 0.10
H -2.65 1.40 1.94 0.13
H -2.82 -0.22 1.67 0.13
H -2.01 1.83 -0.36 0.11
H -3.27 0.50 -0.46 0.12
H -0.45 0.33 -0.88 0.06
H -2.46 -2.47 -1.38 0.08
H -2.29 -2.45 -3.11 0.08
H -0.85 -2.61 -2.15 0.08
H -2.62 -0.10 -2.46 0.15
H -0.75 -0.61 -4.12 0.14
H 3.43 2.39 0.90 0.06
H 2.49 1.25 1.13 0.00
O 2.85 2.04 1.58 -0.06
H 1.79 -0.88 1.02 0.02
H 2.13 -0.50 -0.40 0.02
O 1.61 -0.17 0.37 -0.08
H 2.72 -1.60 -2.55 0.07
H 3.14 -0.18 -2.13 0.06
O 3.06 -1.09 -1.80 -0.04
H -0.09 3.60 2.33 0.07
H 1.27 2.84 2.02 0.03
O 0.30 2.74 2.12 -0.06
H -1.45 -3.21 2.42 0.06
H -0.06 -2.70 2.49 0.04
O -0.97 -2.37 2.45 -0.05
H 3.18 -2.09 2.60 0.08
H 2.89 -2.55 1.11 0.06
O 2.50 -2.35 1.97 -0.04
H 0.39 3.73 -1.62 0.05
H 0.85 2.29 -1.22 0.01
O 0.23 3.00 -1.02 -0.05

***

41
Properties=species:S:1:pos:R:3:lowdin_charge:R:1 method="wB97M-V/def2-TZVPD" mol_weight_da=225.3 homo_lumo_gap_ev=9.333 total_charge=0 smiles=CC[C@H](CN)NCN.O.O.O.O.O.O e_tot_ha=-822.37052
C -2.20 -1.32 -1.01 -0.26
N -3.43 -0.86 -0.43 0.02
C -0.92 -1.16 -0.19 -0.35
C -0.98 -1.95 1.13 -0.21
C -0.04 -1.61 2.25 -0.10
N 0.19 -1.26 -1.15 -0.03
C 1.53 -1.63 -0.59 -0.30
N 1.71 -2.99 -0.22 0.03
H -2.31 -2.38 -1.24 0.11
H -2.11 -0.86 -2.00 0.12
H -3.65 0.09 -0.65 0.06
H -3.61 -1.12 0.53 0.06
H -0.92 -0.14 0.23 0.12
H -0.92 -3.02 0.87 0.11
H -2.03 -2.05 1.41 0.10
H -0.15 -2.29 3.10 0.08
H -0.15 -0.63 2.73 0.07
H 1.02 -1.60 2.03 0.05
H 0.02 -2.04 -1.77 0.11
H 1.73 -1.01 0.27 0.10
H 2.27 -1.39 -1.35 0.11
H 1.39 -3.28 0.69 0.06
H 1.43 -3.71 -0.87 0.07
H 0.24 1.57 1.96 0.00
H 0.76 1.24 0.57 -0.01
O 1.07 1.46 1.46 -0.06
H -0.60 2.59 -0.73 0.01
H -1.52 3.38 0.04 0.06
O -1.44 2.47 -0.24 -0.07
H -1.56 2.01 1.60 0.00
H -1.11 3.23 2.38 0.05
O -1.46 2.34 2.51 -0.07
H 1.39 0.28 -1.67 0.00
H 0.53 1.04 -2.58 0.06
O 1.46 1.00 -2.32 -0.08
H 1.11 3.26 -1.88 0.05
H 2.04 3.46 -0.80 0.05
O 1.09 3.30 -0.92 -0.08
H 3.38 1.63 -0.31 0.03
H 3.08 1.82 -1.78 0.01
O 3.69 2.12 -1.08 -0.07

***

Repeat the first record exactly.
41
Properties=species:S:1:pos:R:3:lowdin_charge:R:1 method="wB97M-V/def2-TZVPD" mol_weight_da=244.3 homo_lumo_gap_ev="4.063 / 9.175" multiplicity=2 total_charge=0 e_tot_ha=-937.83611
O 0.30 0.97 -2.34 -0.04
C -0.73 0.43 -1.93 -0.21
C -0.81 -0.58 -0.79 -0.12
C 0.06 0.07 0.39 -0.18
C 1.48 0.78 0.07 -0.16
C 3.55 -0.16 -0.98 -0.12
N 2.32 0.27 -1.08 -0.12
H -1.68 0.84 -2.33 0.11
H -1.96 -0.61 -0.39 0.14
H -0.47 -1.69 -1.03 0.13
H -0.31 0.94 1.02 0.09
H 0.15 -0.81 1.18 0.09
H 1.31 1.90 -0.14 0.11
H 2.07 0.67 0.99 0.09
H 4.10 -0.48 -1.83 0.02
H 3.98 -0.15 0.01 0.03
H 1.75 0.20 -1.91 0.07
H -0.94 3.39 -1.53 0.05
H -2.31 3.42 -2.00 0.08
O -1.72 2.80 -1.56 -0.08
H -2.17 0.46 2.58 -0.03
H -2.66 -0.87 1.74 0.10
O -2.11 -0.46 2.53 -0.08
H 0.99 2.80 -2.21 0.04
H 0.24 3.46 -3.41 0.09
O 0.46 3.59 -2.46 -0.07
H 2.50 -1.41 2.21 0.02
H 2.21 -2.46 1.23 0.04
O 2.55 -1.55 1.26 -0.07
H -2.49 -3.70 -0.76 0.04
H -1.32 -4.29 -1.61 0.11
O -1.64 -3.53 -1.07 -0.03
H 0.67 -0.83 4.45 0.01
H 0.48 0.20 3.30 0.04
O 1.10 -0.42 3.73 -0.03
H -0.63 -3.38 0.29 -0.01
H -0.52 -2.79 1.73 0.03
O -0.10 -3.46 1.14 -0.10
H -3.28 2.19 0.85 0.05
H -2.13 2.25 -0.12 -0.04
O -2.33 1.99 0.79 -0.09

***

Repeat the second record exactly.
42
Properties=species:S:1:pos:R:3:lowdin_charge:R:1 method="wB97M-V/def2-TZVPD" mol_weight_da=243.3 homo_lumo_gap_ev=9.818 total_charge=+1 e_tot_ha=-917.93816
N -0.83 0.36 1.77 0.14
C -2.20 0.62 1.33 -0.16
C -2.29 0.81 -0.17 -0.16
N -1.34 -0.13 -0.79 -0.02
C -1.82 -2.11 -2.19 -0.04
C -1.72 -0.59 -2.12 -0.35
C -0.64 -0.17 -3.11 -0.18
O 0.30 0.51 -2.79 0.05
H -0.49 -0.46 1.26 0.09
H -0.80 0.17 2.78 0.16
H -0.26 1.21 1.58 0.10
H -2.65 1.40 1.94 0.13
H -2.82 -0.22 1.67 0.13
H -2.01 1.83 -0.36 0.11
H -3.27 0.50 -0.46 0.12
H -0.45 0.33 -0.88 0.06
H -2.46 -2.47 -1.38 0.08
H -2.29 -2.45 -3.11 0.08
H -0.85 -2.61 -2.15 0.08
H -2.62 -0.10 -2.46 0.15
H -0.75 -0.61 -4.12 0.14
H 3.43 2.39 0.90 0.06
H 2.49 1.25 1.13 0.00
O 2.85 2.04 1.58 -0.06
H 1.79 -0.88 1.02 0.02
H 2.13 -0.50 -0.40 0.02
O 1.61 -0.17 0.37 -0.08
H 2.72 -1.60 -2.55 0.07
H 3.14 -0.18 -2.13 0.06
O 3.06 -1.09 -1.80 -0.04
H -0.09 3.60 2.33 0.07
H 1.27 2.84 2.02 0.03
O 0.30 2.74 2.12 -0.06
H -1.45 -3.21 2.42 0.06
H -0.06 -2.70 2.49 0.04
O -0.97 -2.37 2.45 -0.05
H 3.18 -2.09 2.60 0.08
H 2.89 -2.55 1.11 0.06
O 2.50 -2.35 1.97 -0.04
H 0.39 3.73 -1.62 0.05
H 0.85 2.29 -1.22 0.01
O 0.23 3.00 -1.02 -0.05